142
Properties=species:S:1:pos:R:3:lowdin_charge:R:1 method="wB97M-V/def2-TZVPD" lumo_energy_ev=-0.51 multiplicity=1 charge=0 homo_lumo_gap_ev=9.294
N 3.491 4.858 -4.971 0.018
C 3.290 3.407 -5.040 -0.206
C 3.050 2.810 -6.438 -0.334
O 2.386 3.732 -7.338 -0.040
C 2.295 1.470 -6.388 -0.053
B 0.846 1.667 -6.944 -0.435
O 0.519 1.434 -8.250 0.125
P -0.622 2.186 -5.742 0.514
O -1.659 1.152 -5.700 -0.262
O -0.018 2.452 -4.277 -0.129
O -1.232 3.615 -6.199 -0.126
H 4.065 5.171 -5.746 0.076
H 2.622 5.373 -5.046 0.053
H 2.514 3.124 -4.325 0.096
H 4.208 2.951 -4.673 0.106
H 4.016 2.614 -6.892 0.126
H 1.823 4.316 -6.829 0.066
H 2.792 0.767 -7.064 0.118
H 2.314 1.027 -5.388 0.113
H 0.683 2.216 -8.786 0.114
H 0.409 3.310 -4.196 0.064
H -0.677 4.351 -5.930 0.062
C -4.269 1.019 -4.246 -0.036
C -3.835 0.616 -2.854 -0.292
O -5.071 0.603 -2.142 0.095
C -6.067 0.355 -3.045 -0.556
O -7.174 0.053 -2.736 0.161
O -5.610 0.489 -4.294 0.095
F -3.015 1.521 -2.265 0.068
H -4.306 2.103 -4.349 0.149
H -3.644 0.602 -5.028 0.109
H -3.374 -0.370 -2.789 0.179
C -0.251 0.286 -0.337 -0.038
C 0.611 -0.576 -1.231 -0.297
O 1.319 0.389 -1.992 0.126
C 1.387 1.531 -1.260 -0.562
O 2.088 2.454 -1.525 0.155
O 0.549 1.469 -0.207 0.089
F -0.121 -1.353 -2.067 0.074
H -1.187 0.542 -0.838 0.128
H -0.432 -0.170 0.631 0.110
H 1.324 -1.207 -0.698 0.176
C -1.818 -3.318 3.421 -0.026
C -0.885 -4.089 2.514 -0.304
O -0.208 -3.052 1.827 0.133
C -0.204 -1.956 2.633 -0.548
O 0.469 -0.996 2.432 0.161
O -1.070 -2.111 3.645 0.096
F -1.546 -4.860 1.613 0.072
H -2.753 -3.068 2.918 0.137
H -2.025 -3.823 4.356 0.122
H -0.153 -4.707 3.032 0.148
C -5.275 2.317 0.886 -0.044
C -5.063 3.663 1.546 -0.304
O -4.575 3.293 2.824 0.116
C -3.952 2.087 2.709 -0.543
O -3.236 1.618 3.525 0.193
O -4.265 1.515 1.520 0.050
F -6.214 4.358 1.693 0.082
H -6.263 1.914 1.118 0.143
H -5.131 2.329 -0.190 0.126
H -4.328 4.301 1.055 0.176
C -3.987 5.293 5.596 -0.044
C -2.619 5.802 5.194 -0.305
O -2.663 7.153 5.629 0.136
C -3.546 7.237 6.658 -0.548
O -3.646 8.167 7.389 0.164
O -4.283 6.109 6.737 0.079
F -2.422 5.771 3.857 0.078
H -4.718 5.485 4.810 0.141
H -4.004 4.241 5.862 0.143
H -1.783 5.301 5.683 0.176
C 0.624 -7.589 -0.492 -0.030
C -0.160 -7.810 0.787 -0.307
O 0.731 -7.307 1.774 0.121
C 1.522 -6.371 1.181 -0.567
O 2.202 -5.596 1.772 0.163
O 1.412 -6.439 -0.157 0.086
F -0.400 -9.118 1.035 0.079
H 1.282 -8.435 -0.694 0.147
H 0.003 -7.381 -1.358 0.143
H -1.100 -7.260 0.846 0.163
C 5.609 1.353 -11.020 -0.049
C 5.286 2.405 -9.979 -0.314
O 5.417 1.683 -8.770 0.110
C 6.303 0.659 -8.981 -0.540
O 6.813 0.022 -8.128 0.197
O 6.512 0.502 -10.311 0.073
F 4.018 2.868 -10.088 0.076
H 4.713 0.795 -11.292 0.145
H 6.085 1.749 -11.913 0.139
H 5.969 3.256 -9.963 0.173
C 4.778 -7.487 1.937 -0.048
C 6.289 -7.456 1.855 -0.309
O 6.598 -8.779 1.450 0.131
C 5.527 -9.278 0.770 -0.551
O 5.539 -10.258 0.108 0.184
O 4.448 -8.479 0.957 0.064
F 6.872 -7.205 3.050 0.078
H 4.453 -7.827 2.922 0.150
H 4.301 -6.542 1.702 0.118
H 6.690 -6.759 1.118 0.173
C 7.400 0.939 -2.033 -0.048
C 6.895 2.215 -2.676 -0.312
O 6.301 1.733 -3.865 0.109
C 5.893 0.447 -3.646 -0.544
O 5.144 -0.149 -4.341 0.188
O 6.460 -0.027 -2.512 0.073
F 7.898 3.069 -2.991 0.075
H 8.398 0.694 -2.400 0.144
H 7.398 0.962 -0.948 0.140
H 6.145 2.753 -2.094 0.175
C -6.733 -1.874 -0.169 -0.032
C -6.122 -1.283 1.080 -0.308
O -5.523 -2.408 1.695 0.131
C -5.215 -3.302 0.711 -0.550
O -4.502 -4.236 0.852 0.174
O -5.831 -2.958 -0.441 0.082
F -7.055 -0.758 1.915 0.076
H -7.731 -2.268 0.027 0.151
H -6.778 -1.170 -0.992 0.101
H -5.358 -0.529 0.891 0.151
C -2.516 8.043 10.410 -0.047
C -2.323 9.383 11.087 -0.311
O -1.809 9.014 12.355 0.129
C -1.180 7.810 12.225 -0.553
O -0.456 7.335 13.031 0.181
O -1.498 7.249 11.035 0.070
F -3.484 10.058 11.257 0.077
H -3.498 7.631 10.646 0.149
H -2.382 8.072 9.336 0.112
H -1.607 10.042 10.594 0.173
C -0.473 -7.562 6.885 -0.040
C -1.669 -7.298 5.992 -0.307
O -1.556 -5.905 5.746 0.118
C -0.242 -5.558 5.869 -0.543
O 0.219 -4.530 5.500 0.188
O 0.450 -6.559 6.449 0.084
F -2.845 -7.549 6.607 0.084
H -0.729 -7.392 7.931 0.146
H -0.042 -8.551 6.763 0.141
H -1.652 -7.828 5.038 0.173


107
Properties=species:S:1:pos:R:3:lowdin_spin:R:1 method="wB97M-V/def2-TZVPD" lumo_energy_ev="3.45 / 3.19" multiplicity=2 relative_energy_kj_mol=118.4 charge=-2 homo_lumo_gap_ev="6.014 / 5.797"
Ir 0.048 -0.219 -0.258 0.567
S 4.446 -1.529 -3.281 -0.005
Sb 3.622 -0.379 -1.519 -0.001
S 1.809 -1.706 -0.761 0.054
S 1.010 0.947 -2.101 0.046
Cl -0.020 5.994 2.486 0.002
C -0.500 4.497 1.752 0.013
C -1.808 4.339 1.284 0.012
Cl -2.944 5.640 1.423 0.002
C -2.195 3.136 0.708 0.016
Cl -3.805 2.875 0.146 0.003
C -1.280 2.090 0.563 0.003
O -1.583 0.939 0.025 0.096
C 0.045 2.241 1.046 0.003
O 0.857 1.226 0.925 0.104
C 0.409 3.454 1.644 0.016
Cl 2.029 3.611 2.232 0.003
C 1.680 -2.815 9.778 0.000
C 1.272 -2.673 8.335 0.000
C -0.037 -2.377 7.983 0.000
C -0.424 -2.217 6.655 0.000
C -1.870 -1.909 6.374 0.000
C 0.523 -2.344 5.624 0.000
Te -0.037 -2.151 3.516 0.001
N -0.741 -1.622 1.010 0.030
C -1.382 -2.148 0.033 0.006
O -1.164 -1.590 -1.151 0.014
C -2.359 -3.265 0.094 0.000
C -3.381 -3.324 -0.850 0.000
C -4.324 -4.340 -0.796 0.000
C -4.249 -5.309 0.196 0.000
C -3.225 -5.257 1.133 0.000
C -2.284 -4.239 1.083 0.000
C -0.839 -0.206 3.816 0.000
C -2.191 0.064 3.584 0.000
C -3.170 -0.927 3.016 0.001
C -2.689 1.333 3.892 0.000
C -1.891 2.329 4.423 0.001
C -2.461 3.665 4.815 0.000
C -0.537 2.058 4.586 0.000
C 0.007 0.819 4.272 0.000
C 1.499 0.654 4.360 0.000
C 1.846 -2.660 5.974 0.000
C 2.957 -2.813 4.958 0.000
C 2.197 -2.818 7.314 0.000
H 0.810 -2.960 10.420 0.000
H 2.205 -1.922 10.129 0.000
H 2.352 -3.664 9.919 0.000
H -0.785 -2.274 8.764 0.000
H -2.483 -2.102 7.256 0.000
H -2.242 -2.510 5.542 0.000
H -2.001 -0.864 6.086 0.000
H -3.420 -2.562 -1.617 0.000
H -5.122 -4.374 -1.529 0.000
H -4.984 -6.104 0.238 0.000
H -3.158 -6.012 1.907 0.000
H -1.487 -4.183 1.814 0.000
H -2.802 -1.949 3.072 0.000
H -3.345 -0.701 1.962 0.000
H -4.124 -0.861 3.545 0.000
H -3.742 1.533 3.713 0.000
H -3.527 3.717 4.594 0.000
H -1.969 4.480 4.282 0.000
H -2.324 3.846 5.884 0.000
H 0.122 2.841 4.949 0.000
H 1.951 1.535 4.820 0.000
H 1.899 0.541 3.348 0.000
H 1.785 -0.224 4.937 0.000
H 2.588 -3.025 3.959 0.000
H 3.637 -3.612 5.259 0.000
H 3.539 -1.889 4.891 0.000
H 3.227 -3.065 7.560 0.000
C 2.625 1.453 -5.344 0.000
C 1.268 1.788 -5.927 0.000
C 1.161 1.530 -7.417 0.000
O 0.297 0.944 -5.271 0.000
P -0.920 1.590 -4.460 0.001
S -1.994 2.831 -5.496 0.000
S -0.098 2.537 -2.809 0.010
O -1.646 0.327 -3.878 0.001
C -1.653 -1.063 -4.313 0.000
C -0.371 -1.780 -3.946 0.000
C -2.016 -1.162 -5.785 0.000
H 3.412 1.984 -5.884 0.000
H 2.816 0.380 -5.406 0.000
H 2.668 1.734 -4.291 0.000
H 1.015 2.831 -5.719 0.000
H 1.382 0.481 -7.630 0.000
H 1.875 2.153 -7.960 0.000
H 0.154 1.761 -7.762 0.000
H -2.465 -1.473 -3.711 0.000
H 0.475 -1.408 -4.520 0.000
H -0.501 -2.845 -4.158 0.000
H -0.157 -1.671 -2.884 0.000
H -1.184 -0.841 -6.412 0.000
H -2.884 -0.542 -6.011 0.000
H -2.251 -2.201 -6.025 0.000
C 5.449 1.774 2.448 0.000
S 4.613 0.197 2.697 0.000
C 5.938 -0.832 2.036 0.000
O 3.518 0.152 1.705 0.000
H 6.343 1.830 3.069 0.000
H 4.738 2.545 2.737 0.000
H 5.688 1.875 1.389 0.000
H 6.820 -0.763 2.673 0.000
H 6.157 -0.513 1.016 0.000
H 5.561 -1.854 2.027 0.000


99
Properties=species:S:1:pos:R:3:lowdin_charge:R:1 method="wB97M-V/def2-TZVPD" lumo_energy_ev=-0.64 multiplicity=1 relative_energy_kj_mol=85.9 charge=0 homo_lumo_gap_ev=6.731
Pd -1.251 -0.553 0.734 0.406
C 2.475 4.410 -5.638 -0.426
S 1.006 4.819 -4.689 0.814
C 0.728 3.219 -3.906 -0.534
C -0.445 3.332 -2.945 -0.265
C -0.725 2.122 -2.058 -0.336
N 0.375 1.782 -1.085 -0.402
P 0.408 0.149 -0.599 0.881
C 2.140 -0.092 -0.073 -0.321
C 3.121 0.428 -0.921 -0.110
C 4.460 0.194 -0.675 -0.073
C 4.835 -0.589 0.413 -0.078
C 3.864 -1.138 1.230 -0.064
C 2.514 -0.897 0.988 -0.102
C 0.480 -0.850 -2.116 -0.318
C 0.797 -0.322 -3.365 -0.094
C 0.960 -1.163 -4.455 -0.069
C 0.829 -2.537 -4.301 -0.074
C 0.568 -3.067 -3.048 -0.061
C 0.401 -2.226 -1.957 -0.117
P 0.288 3.049 0.208 1.077
C 1.516 4.277 -0.379 -0.385
C 1.200 5.611 -0.130 -0.108
C 2.053 6.631 -0.532 -0.080
C 3.226 6.328 -1.202 -0.083
C 3.552 5.003 -1.458 -0.077
C 2.706 3.988 -1.044 -0.114
C 1.171 2.328 1.630 -0.381
C 0.353 1.686 2.561 -0.141
C 0.886 1.122 3.713 -0.087
C 2.244 1.236 3.961 -0.073
C 3.063 1.911 3.063 -0.075
C 2.532 2.454 1.907 -0.081
H 2.826 5.323 -6.116 0.028
H 2.264 3.673 -6.412 0.034
H 3.265 4.037 -4.987 0.030
H 1.634 2.929 -3.369 0.057
H 0.526 2.474 -4.680 0.078
H -1.363 3.502 -3.516 0.119
H -0.302 4.217 -2.322 0.081
H -0.935 1.245 -2.670 0.099
H -1.631 2.346 -1.499 0.003
H 2.826 1.003 -1.789 0.084
H 5.211 0.606 -1.338 0.104
H 5.882 -0.781 0.606 0.103
H 4.144 -1.769 2.063 0.111
H 1.770 -1.344 1.628 -0.014
H 0.939 0.739 -3.487 0.066
H 1.203 -0.743 -5.423 0.105
H 0.956 -3.190 -5.155 0.104
H 0.505 -4.137 -2.897 0.108
H 0.269 -2.672 -0.978 0.011
H 0.272 5.855 0.374 0.097
H 1.791 7.662 -0.333 0.103
H 3.884 7.121 -1.531 0.103
H 4.468 4.761 -1.984 0.105
H 2.969 2.958 -1.235 0.074
H -0.711 1.613 2.369 0.045
H 0.238 0.606 4.410 0.102
H 2.667 0.803 4.859 0.106
H 4.122 2.004 3.262 0.107
H 3.183 2.971 1.215 0.097
O -2.945 -1.068 1.856 -0.352
N -3.240 -0.014 2.605 -0.205
C -3.586 -0.212 3.883 0.001
C -3.919 0.863 4.678 -0.045
C -3.876 2.141 4.132 -0.057
C -3.504 2.311 2.811 -0.071
C -3.179 1.209 2.029 -0.633
S -2.694 1.250 0.360 0.680
H -3.563 -1.246 4.192 0.143
H -4.194 0.689 5.706 0.109
H -4.108 3.004 4.740 0.111
H -3.438 3.290 2.358 0.114
C -3.957 -2.805 -0.566 -0.040
C -2.640 -3.544 -0.480 -0.470
C -2.663 -4.860 -1.233 -0.057
O -2.379 -3.813 0.917 -0.317
P -0.960 -3.852 1.651 -0.111
S 0.417 -4.735 0.611 0.296
S -0.334 -2.041 2.360 0.378
O -1.411 -4.553 3.007 -0.322
C -2.152 -5.782 3.204 -0.436
C -1.715 -6.898 2.280 -0.074
C -3.643 -5.509 3.143 -0.047
H -4.163 -2.553 -1.608 0.089
H -3.949 -1.890 0.022 0.045
H -4.766 -3.440 -0.198 0.087
H -1.837 -2.915 -0.868 0.090
H -3.478 -5.486 -0.866 0.084
H -1.720 -5.389 -1.106 0.036
H -2.825 -4.674 -2.296 0.084
H -1.887 -6.045 4.231 0.139
H -1.987 -6.688 1.244 0.063
H -2.216 -7.818 2.589 0.085
H -0.639 -7.051 2.318 0.068
H -3.958 -5.277 2.127 0.070
H -3.906 -4.667 3.783 0.081
H -4.187 -6.390 3.488 0.083


Molar mass readings, ordered: 1455.53 1432.57 919.43 g/mol
Calculated total energy readings, ordered: -6218.82550 -7204.62965 -4594.36754 Ha